This record from OMol25 describes a molecular structure, C3H4LiMgO3 in a non-equilibrium geometry. The level of theory is wB97M-V/def2-TZVPD.

Last column: Mulliken charge in e.
Positions of all 12 atoms, in Å:
C1 -0.308 -1.331 -0.309  -0.29
C2 0.249 0.061 -0.078  -0.24
O1 -0.854 0.977 0.073  -0.36
C3 -0.618 2.244 0.305  0.63
O2 0.579 2.652 0.379  -0.52
O3 0.164 -2.246 0.530  -0.87
H1 -1.419 -1.298 -0.358  0.16
H2 0.874 0.370 -0.927  0.26
H3 0.870 0.071 0.830  0.29
Mg1 -0.606 4.273 0.648  0.96
Li1 0.988 -3.793 0.341  0.90
H4 0.083 -1.981 -1.432  0.09

Forces on the atoms, in the same order (eV/Å):
C 0.4 -2.9 -3.3
C 1.3 -0.4 -0.7
O -0.9 2.1 0.4
C -0.1 -1.5 -0.3
O 0.1 1.3 0.2
O 0.9 -1.4 2.1
H 0.4 0.2 -0.1
H -0.2 0.2 0.3
H -0.3 -0.1 -0.2
Mg 0.3 -1.4 -0.2
Li -0.5 0.9 0.3
H -1.3 3.1 1.6

The calculation puts the total energy at -14958.8470 eV. The value obtained for the energy above the lowest of the compared OMol25 structures with the same formula, charge and spin is 86.2 kcal/mol. As for the HOMO-LUMO gap: 3.3874 eV. As for the net charge: +1.

---

This record from OMol25 describes a molecular structure, C32H56Hg2N8O12 in a non-equilibrium geometry. The level of theory is wB97M-V/def2-TZVPD.

Last column: Mulliken charge in e.
Positions of all 110 atoms, in Å:
Hg1 1.511 -3.153 -3.430  1.64
Hg2 2.884 -0.139 -3.206  1.27
O1 1.290 -1.502 -2.091  -0.03
C1 1.008 -0.752 -0.928  -0.58
C2 1.065 0.772 -1.049  2.08
O2 2.099 1.345 -1.761  -1.14
H1 1.813 -1.003 -0.219  0.29
H2 0.061 -1.007 -0.443  -0.20
H3 1.049 1.142 -0.010  -0.06
H4 0.144 1.169 -1.524  -1.13
C3 6.099 -0.619 -2.068  0.02
O3 5.011 -0.111 -2.393  -0.61
N1 6.367 -1.093 -0.867  0.21
C4 7.743 -1.420 -0.528  -0.88
C5 5.360 -1.402 0.121  -0.38
H5 6.959 -0.705 -2.740  0.39
H6 8.110 -0.756 0.256  0.30
H7 8.449 -1.314 -1.350  0.32
H8 7.806 -2.460 -0.207  0.35
H9 5.691 -0.968 1.061  0.14
H10 4.371 -1.023 -0.122  -0.14
H11 5.220 -2.476 0.263  0.33
C6 -0.381 -5.320 -1.669  -0.10
O4 0.186 -4.519 -2.463  -0.71
N2 -0.309 -5.247 -0.372  0.25
C7 0.347 -4.098 0.228  -0.79
C8 -1.170 -6.036 0.508  -0.82
H12 -0.957 -6.185 -2.001  0.38
H13 1.194 -3.779 -0.376  0.17
H14 0.697 -4.268 1.245  0.60
H15 -0.335 -3.244 0.246  -0.01
H16 -0.575 -6.350 1.361  0.32
H17 -2.007 -5.403 0.802  0.32
H18 -1.591 -6.904 0.007  0.31
C9 -3.972 -3.517 -1.851  -0.05
O5 -3.197 -4.425 -1.601  -0.51
N3 -3.600 -2.267 -2.182  0.31
C10 -2.214 -1.908 -2.236  0.62
C11 -4.543 -1.277 -2.658  -0.74
H19 -5.046 -3.724 -1.948  0.37
H20 -2.000 -0.957 -1.746  -0.23
H21 -1.918 -1.858 -3.291  0.18
H22 -1.617 -2.658 -1.725  -0.78
H23 -5.588 -1.453 -2.417  0.38
H24 -4.318 -0.282 -2.269  0.10
H25 -4.453 -1.170 -3.747  0.33
C12 4.861 0.075 3.310  -0.27
O6 3.934 -0.717 3.336  -0.53
N4 4.708 1.347 2.858  0.37
C13 5.806 2.291 2.912  -1.03
C14 3.395 1.840 2.512  -0.97
H26 5.889 -0.063 3.686  0.46
H27 5.914 2.743 3.900  0.34
H28 5.665 3.040 2.133  0.35
H29 6.778 1.855 2.672  0.36
H30 3.379 2.015 1.430  0.40
H31 2.576 1.183 2.783  0.12
H32 3.192 2.813 2.966  0.43
C15 1.164 -2.206 3.947  0.17
O7 1.400 -3.370 3.683  -0.62
N5 0.052 -1.542 3.564  0.17
C16 -0.185 -0.165 3.900  -1.00
C17 -1.012 -2.221 2.875  -0.68
H33 1.916 -1.568 4.429  0.38
H34 -0.226 0.464 3.004  0.20
H35 0.686 0.283 4.392  0.40
H36 -1.009 -0.018 4.596  0.35
H37 -1.925 -2.209 3.473  0.34
H38 -1.227 -1.760 1.902  -0.10
H39 -0.733 -3.248 2.661  0.41
C18 0.008 0.253 -5.077  0.01
O8 1.202 0.309 -4.746  -0.72
N6 -0.864 1.227 -4.922  0.22
C19 -2.283 1.002 -5.170  -0.86
C20 -0.497 2.462 -4.253  -1.07
H40 -0.422 -0.623 -5.582  0.48
H41 -2.646 1.843 -5.763  0.38
H42 -2.806 0.991 -4.213  0.19
H43 -2.505 0.106 -5.743  0.38
H44 -0.686 2.461 -3.176  0.32
H45 0.573 2.632 -4.354  0.31
H46 -1.023 3.309 -4.689  0.36
C21 -4.236 2.054 -1.565  -0.88
C22 -5.394 2.159 -0.807  -0.48
C23 -5.326 1.946 0.560  -0.80
C24 -4.098 1.662 1.117  -0.02
C25 -2.935 1.531 0.374  -0.32
C26 -3.015 1.686 -1.000  0.71
N7 -4.034 1.510 2.576  1.24
O9 -4.901 2.047 3.225  -0.60
O10 -3.146 0.833 3.063  -0.60
H47 -4.265 2.067 -2.649  0.36
H48 -6.320 2.309 -1.344  0.49
H49 -6.221 2.060 1.154  0.54
H50 -2.026 1.344 0.933  0.79
H51 -2.140 1.549 -1.622  -0.48
C27 -3.373 5.010 3.329  -0.72
C28 -3.603 4.951 1.969  -0.39
C29 -2.600 4.568 1.091  -0.29
C30 -1.379 4.221 1.626  0.30
C31 -1.132 4.167 2.993  -0.67
C32 -2.137 4.610 3.831  -0.42
N8 -0.252 3.947 0.715  1.01
O11 -0.524 3.795 -0.461  -0.57
O12 0.848 3.794 1.200  -0.62
H52 -4.095 5.370 4.049  0.42
H53 -4.573 5.197 1.551  0.41
H54 -2.768 4.537 0.025  0.51
H55 -0.124 3.956 3.314  0.58
H56 -2.022 4.608 4.907  0.41

Forces on the atoms, in the same order (eV/Å):
Hg -0.9 0.4 1.9
Hg -0.3 1.5 1.4
O 0.0 -0.4 -2.5
C 1.3 0.2 2.1
C -0.8 0.8 -1.4
O 1.0 -1.2 -0.4
H -0.2 -0.1 0.1
H -0.1 -0.3 -0.4
H 0.1 -0.2 0.0
H -0.3 -0.4 0.3
C 0.2 -0.2 0.4
O -0.5 -0.3 -0.6
N 0.2 -0.3 -0.9
C 0.5 -0.4 0.3
C -0.4 0.2 0.7
H -0.1 0.4 -0.3
H -0.2 -0.1 0.2
H -0.4 0.1 -0.3
H 0.0 0.1 0.2
H -0.3 -0.1 0.1
H 0.2 0.5 -0.2
H 0.5 -0.1 -0.1
C -0.1 -1.1 0.6
O 0.0 0.2 -0.8
N 0.1 0.6 0.0
C 0.3 0.7 0.0
C -0.2 0.1 0.0
H 0.0 0.2 -0.5
H 0.1 -0.2 0.0
H -0.1 -0.3 0.0
H -0.1 -0.1 0.1
H -0.1 0.0 0.1
H 0.1 0.0 0.2
H 0.2 0.0 -0.2
C 0.0 -0.6 -0.8
O 0.4 0.0 0.4
N -0.7 0.3 0.7
C 0.4 -0.1 -0.1
C 0.1 0.7 -0.6
H -0.1 0.3 0.2
H -0.3 0.2 -0.1
H 0.3 0.1 0.0
H -0.1 -0.2 -0.1
H 0.1 -0.5 0.1
H 0.2 -0.3 0.3
H -0.2 -0.2 0.0
C -0.8 1.2 0.0
O 0.6 -0.5 0.1
N 0.3 -0.7 0.5
C 0.3 0.2 -0.2
C -0.1 0.8 -0.8
H -0.1 -0.6 -0.1
H -0.2 0.3 -0.1
H -0.2 0.2 0.2
H -0.2 -0.4 0.1
H -0.3 0.0 0.0
H 0.3 -0.4 0.1
H 0.2 0.0 0.2
C 0.6 0.0 -0.4
O -0.2 -0.2 -0.1
N -0.2 0.0 0.0
C 1.2 0.9 0.3
C -0.3 -0.2 -0.3
H -0.2 0.0 0.2
H -0.8 -0.2 -0.1
H 0.1 -0.5 0.2
H -0.4 0.0 -0.4
H 0.0 0.0 -0.1
H 0.0 0.3 0.1
H 0.1 -0.1 0.4
C -0.3 -0.1 -0.1
O 0.5 -0.3 -0.2
N -0.1 -0.4 0.4
C -0.1 0.8 -0.2
C 0.5 0.6 0.2
H 0.1 -0.1 0.1
H -0.1 0.0 0.1
H -0.1 -0.1 -0.1
H 0.3 -0.2 0.1
H -0.2 -0.3 -0.1
H 0.0 -0.1 -0.1
H -0.1 -0.1 -0.1
C 0.5 -0.8 -0.3
C 0.5 -0.3 -0.6
C -0.5 0.5 -0.2
C 0.1 0.0 -0.1
C -0.1 -0.2 0.4
C -0.2 0.4 0.4
N -0.1 -0.3 0.6
O -0.2 0.2 0.0
O 0.3 0.1 -0.4
H -0.3 0.5 0.0
H -0.2 0.2 0.3
H 0.1 -0.2 0.2
H 0.1 -0.2 -0.3
H 0.0 0.1 0.1
C 0.5 -0.1 0.2
C -0.5 0.1 -0.4
C -0.1 0.1 0.2
C 0.5 0.2 0.2
C 0.1 0.8 -0.5
C -0.3 -0.4 0.4
N -0.6 -0.8 0.3
O 0.2 0.1 -0.4
O 0.3 0.1 -0.1
H -0.3 -0.1 -0.3
H 0.0 0.1 0.1
H 0.1 0.1 0.0
H -0.1 -0.2 0.2
H 0.3 0.0 0.0

The calculation puts the total energy at -78907.7669 eV. As for the HOMO-LUMO gap: 2.9336 eV. As for the net charge: +2.

---

The lowest HOMO-LUMO gap belongs to which entry? C32H56Hg2N8O12